The following is a quantum chemistry calculation of an isolated molecule of C20H26N4O3, from the Open Molecules 2025 dataset.

Structure (XYZ):
```
53
Properties=species:S:1:pos:R:3:forces:R:3:nbo_charge:R:1
C 0.877968 -0.558879 4.513969 -0.08 0.10 -0.21 -0.626
C 0.538732 0.327037 3.320267 0.02 -0.13 0.21 -0.212
N 1.716058 0.950842 2.741650 -0.07 0.05 0.01 -0.449
C 2.752816 0.073728 2.254807 0.02 -0.17 -0.24 -0.221
C 2.474103 -0.729723 0.965737 0.62 0.48 0.26 -0.259
N 1.590688 -1.840715 1.194706 -0.49 -0.22 -0.24 -0.164
C 0.442963 -2.119715 0.548249 -0.18 -0.20 -0.01 -0.047
C -0.048766 -3.286613 1.089120 -0.08 0.10 -0.12 -0.353
C 0.890266 -3.639591 2.064692 -0.07 0.11 -0.13 -0.059
N 1.873033 -2.758810 2.112806 0.61 -0.12 0.48 -0.287
C 1.405772 2.095485 1.899546 -0.14 0.04 0.14 -0.238
C 0.305022 1.902031 0.900349 -0.86 0.50 0.26 0.049
N 0.485884 1.233598 -0.278723 -0.44 -0.16 -0.83 -0.502
C -0.677077 1.232505 -0.874537 0.98 0.10 0.64 0.478
C -0.950034 0.591507 -2.141317 -0.73 -0.06 -0.47 -0.085
C 0.097416 -0.100035 -2.753021 0.01 -0.08 -0.12 -0.305
C -0.094985 -0.765694 -3.951653 -0.21 0.07 0.02 0.354
O 0.861186 -1.474639 -4.613555 -0.28 0.04 -0.12 -0.510
C 2.135736 -1.579890 -4.025213 0.18 -0.02 0.07 -0.254
C -1.356531 -0.723607 -4.546050 0.28 -0.02 0.09 -0.232
C -2.395712 -0.036135 -3.953939 -0.14 0.05 0.03 -0.287
C -2.218835 0.630061 -2.744013 0.35 -0.05 0.09 0.297
O -3.192915 1.323548 -2.098084 0.22 -0.09 -0.05 -0.486
C -4.475494 1.381716 -2.670914 -0.20 0.00 -0.11 -0.250
O -1.621579 1.869992 -0.164984 -0.25 -0.01 -0.04 -0.387
C -1.004938 2.295345 0.965848 1.07 0.07 0.47 0.264
C -1.798907 3.044007 1.970819 -0.10 -0.22 -0.29 -0.658
H -0.035405 -0.807991 5.048779 -0.08 -0.07 0.07 0.209
H 1.547279 -0.031574 5.188718 0.07 0.06 0.12 0.207
H 1.347644 -1.486171 4.197140 0.03 -0.06 0.04 0.226
H -0.038511 -0.256962 2.585663 -0.05 0.11 0.07 0.174
H -0.101515 1.146248 3.662089 -0.07 -0.03 -0.04 0.185
H 2.997395 -0.634479 3.047209 0.13 0.03 -0.06 0.224
H 3.635460 0.693841 2.071191 0.04 -0.10 0.00 0.197
H 2.018161 -0.083655 0.212387 0.17 -0.26 0.08 0.252
H 3.431049 -1.113841 0.595043 -0.08 0.01 -0.01 0.201
H 0.061730 -1.483665 -0.225529 -0.03 0.16 -0.15 0.225
H -0.946109 -3.806077 0.821520 -0.18 -0.06 -0.08 0.226
H 0.889148 -4.485627 2.723450 0.04 -0.16 0.14 0.206
H 2.317039 2.381472 1.370543 -0.03 0.10 0.04 0.214
H 1.116381 2.920798 2.562062 0.07 0.02 -0.12 0.200
H 1.051060 -0.085749 -2.252697 0.13 -0.03 0.02 0.243
H 2.613435 -0.600385 -3.923037 -0.01 -0.02 0.01 0.176
H 2.721857 -2.198056 -4.703281 0.01 0.05 0.09 0.201
H 2.085730 -2.063824 -3.044543 0.00 0.02 -0.01 0.179
H -1.504088 -1.240829 -5.480477 -0.03 -0.06 -0.12 0.223
H -3.354422 -0.027117 -4.446886 -0.10 0.02 -0.02 0.222
H -4.921091 0.386078 -2.765707 0.02 0.04 -0.01 0.176
H -5.073834 1.978768 -1.984362 0.00 -0.05 -0.08 0.202
H -4.458134 1.868352 -3.651651 0.00 -0.03 0.03 0.176
H -1.136995 3.540002 2.675108 0.01 0.02 0.03 0.230
H -2.419956 3.785660 1.471649 -0.03 0.11 0.06 0.231
H -2.455178 2.367427 2.519058 -0.05 0.02 0.09 0.228
```
Positions in Å, forces in eV/Å.

Relative energy (zero: lowest compared OMol25 entry of this formula, charge and spin) (kcal/mol): 93.2
M (g mol⁻¹): 370.453
Structure (SMILES): CCN(CCn1cccn1)Cc1nc(-c2cc(OC)ccc2OC)oc1C
HOMO (hartree): -0.2875
Total energy (Eh): -1222.41111
Strongest force on any atom (Eh/bohr): 0.0228